2 unconnected molecules or ions with the total composition C32H27BF6O4S in a non-equilibrium geometry. Source: the Open Molecules 2025 dataset; level of theory: wB97M-V/def2-TZVPD.

```
71
Properties=species:S:1:pos:R:3:lowdin_charge:R:1
C -4.630 2.954 -2.061 -0.14
C -3.649 2.128 -1.329 -0.61
C -2.852 1.109 -1.818 -0.14
C -1.885 0.633 -0.851 -0.14
C -1.953 1.319 0.333 -0.37
B -0.852 1.338 1.544 -0.95
C 0.630 1.642 0.850 -0.04
C 1.022 2.957 0.677 0.05
C 2.301 3.216 0.188 -0.11
C 2.699 4.651 -0.021 -0.51
F 3.969 4.784 -0.502 0.11
F 1.861 5.277 -0.910 0.11
F 2.632 5.360 1.153 0.11
C 3.187 2.190 -0.112 0.04
C 2.759 0.882 0.077 -0.11
C 3.674 -0.271 -0.236 -0.52
F 3.919 -1.025 0.886 0.10
F 3.116 -1.116 -1.165 0.11
F 4.882 0.127 -0.729 0.11
C 1.483 0.599 0.563 0.03
O -1.153 2.391 2.489 -0.03
C -1.594 1.727 3.658 -0.17
C -1.279 0.219 3.458 -0.17
O -0.887 0.021 2.114 0.00
S -3.267 2.459 0.352 1.05
H -4.770 2.515 -3.053 0.07
H -5.585 2.969 -1.518 0.07
H -4.268 3.988 -2.170 0.08
H -2.910 0.765 -2.847 0.09
H -1.163 -0.148 -1.068 0.10
H 0.339 3.770 0.915 0.14
H 4.182 2.404 -0.484 0.12
H 1.166 -0.435 0.703 0.13
H -1.061 2.120 4.538 0.11
H -2.681 1.905 3.777 0.11
H -0.435 -0.076 4.111 0.12
H -2.153 -0.418 3.658 0.08
C 1.844 -7.233 4.161 -0.10
C 0.641 -6.752 3.348 -0.08
C -0.062 -5.823 4.292 -0.13
C 0.626 -5.885 5.532 -0.18
O 1.728 -6.675 5.522 0.02
C 0.251 -5.108 6.644 0.03
C -0.798 -4.246 6.482 0.00
C -1.505 -4.118 5.234 -0.18
C -2.563 -3.175 5.091 0.11
C -3.392 -2.768 6.174 -0.19
C -3.990 -1.477 6.128 0.07
C -4.630 -0.984 7.247 -0.12
C -4.760 -1.805 8.396 -0.19
O -5.314 -1.180 9.465 0.02
C -5.620 0.202 9.047 -0.10
C -5.174 0.367 7.594 -0.08
C -4.281 -3.126 8.439 0.03
C -3.612 -3.593 7.339 -0.01
C -1.093 -4.923 4.132 0.07
H 1.883 -8.323 4.268 0.13
H 2.796 -6.878 3.746 0.13
H 0.960 -6.248 2.429 0.13
H 0.013 -7.606 3.062 0.13
H 0.807 -5.220 7.569 0.13
H -1.130 -3.656 7.339 0.12
H -2.771 -2.770 4.107 0.14
H -3.890 -0.875 5.226 0.13
H -6.700 0.341 9.173 0.13
H -5.091 0.869 9.737 0.13
H -4.409 1.148 7.510 0.13
H -6.020 0.651 6.959 0.13
H -4.438 -3.703 9.349 0.13
H -3.227 -4.616 7.349 0.13
H -1.646 -4.859 3.193 0.14
```

Calculated values
Total energy: -69628.1602 eV
LUMO level: -3.30 eV
Relative energy (zero: lowest compared OMol25 entry of this formula, charge and spin): 0.00 kJ/mol